{"formula": "C55H53N6O5P3Zr", "method": "ωB97M-V/def2-TZVPD", "species": ["Zr", "O", "C", "N", "C", "C", "C", "C", "C", "C", "N", "C", "O", "C", "C", "C", "C", "C", "N", "C", "C", "C", "C", "C", "N", "H", "H", "H", "H", "H", "H", "H", "H", "H", "H", "H", "H", "C", "C", "O", "P", "O", "C", "C", "O", "C", "C", "H", "H", "H", "H", "H", "H", "H", "H", "H", "H", "H", "H", "H", "H", "H", "C", "P", "C", "C", "C", "C", "C", "C", "C", "C", "C", "C", "C", "C", "P", "C", "C", "C", "C", "C", "C", "C", "C", "C", "C", "C", "C", "H", "H", "H", "H", "H", "H", "H", "H", "H", "H", "H", "H", "H", "H", "H", "H", "H", "H", "H", "H", "H", "H", "N", "C", "C", "C", "C", "C", "N", "C", "H", "H", "H", "H"], "xyz": [[-0.532, -0.252, 0.677], [3.275, -1.750, -0.113], [2.193, -1.536, 0.380], [1.544, -0.315, 0.518], [2.170, 0.944, 0.210], [3.529, 1.129, 0.001], [3.992, 2.399, -0.327], [3.120, 3.469, -0.446], [1.762, 3.286, -0.216], [1.293, 2.031, 0.121], [-0.113, 1.798, 0.379], [-0.635, 2.469, 1.495], [-0.057, 3.170, 2.292], [-2.118, 2.206, 1.680], [-2.922, 3.169, 2.257], [-4.273, 2.889, 2.405], [-4.747, 1.653, 1.996], [-3.866, 0.740, 1.447], [-2.568, 1.012, 1.276], [1.378, -2.694, 0.917], [1.986, -3.888, 1.243], [1.209, -4.878, 1.830], [-0.136, -4.630, 2.067], [-0.666, -3.414, 1.682], [0.070, -2.469, 1.088], [4.213, 0.298, 0.062], [5.050, 2.544, -0.501], [3.492, 4.448, -0.712], [1.068, 4.113, -0.290], [-2.482, 4.104, 2.572], [-4.943, 3.622, 2.834], [-5.792, 1.390, 2.088], [-4.209, -0.233, 1.126], [3.041, -4.008, 1.043], [1.649, -5.826, 2.109], [-0.780, -5.361, 2.536], [-1.711, -3.188, 1.853], [1.685, 2.176, 6.506], [0.708, 2.089, 5.368], [0.604, 0.683, 4.940], [1.033, 0.305, 3.458], [-0.614, -0.253, 2.814], [-1.685, -0.609, 3.767], [-1.304, -1.729, 4.701], [1.604, -1.166, 3.642], [2.260, -1.737, 4.811], [3.748, -1.780, 4.574], [1.743, 3.206, 6.858], [2.686, 1.878, 6.191], [1.377, 1.550, 7.343], [1.006, 2.692, 4.509], [-0.300, 2.382, 5.657], [-2.539, -0.885, 3.148], [-1.919, 0.311, 4.301], [-0.913, -2.595, 4.172], [-2.212, -2.039, 5.224], [-0.575, -1.416, 5.444], [1.834, -2.733, 4.927], [1.993, -1.149, 5.688], [3.975, -2.293, 3.640], [4.240, -2.315, 5.386], [4.172, -0.776, 4.527], [-3.347, -3.014, -0.421], [-2.470, -1.524, -1.027], [-1.758, -2.163, -2.567], [-0.529, -2.818, -2.534], [0.013, -3.350, -3.692], [-0.675, -3.230, -4.893], [-1.904, -2.590, -4.931], [-2.450, -2.058, -3.770], [-3.765, -0.330, -1.488], [-5.082, -0.727, -1.729], [-6.057, 0.214, -2.034], [-5.731, 1.559, -2.102], [-4.428, 1.969, -1.850], [-3.461, 1.030, -1.534], [-4.044, -2.972, 1.290], [-3.793, -4.683, 1.879], [-4.183, -4.912, 3.203], [-4.040, -6.163, 3.777], [-3.494, -7.208, 3.041], [-3.102, -6.995, 1.730], [-3.251, -5.738, 1.151], [-5.836, -2.919, 0.991], [-6.483, -3.833, 0.157], [-7.848, -3.741, -0.053], [-8.583, -2.741, 0.577], [-7.954, -1.843, 1.423], [-6.582, -1.934, 1.628], [-2.613, -3.815, -0.517], [-4.117, -3.233, -1.165], [0.025, -2.907, -1.604], [0.973, -3.849, -3.662], [-0.252, -3.638, -5.802], [-2.443, -2.501, -5.865], [-3.404, -1.548, -3.818], [-5.382, -1.763, -1.683], [-7.072, -0.112, -2.219], [-6.493, 2.290, -2.342], [-4.171, 3.019, -1.885], [-2.470, 1.385, -1.272], [-4.611, -4.106, 3.789], [-4.355, -6.325, 4.799], [-3.385, -8.187, 3.488], [-2.692, -7.809, 1.147], [-2.953, -5.616, 0.118], [-5.922, -4.630, -0.318], [-8.345, -4.454, -0.697], [-9.651, -2.677, 0.418], [-8.529, -1.079, 1.929], [-6.094, -1.243, 2.307], [4.775, -0.320, -3.968], [3.655, -0.093, -3.870], [2.253, 0.199, -3.725], [1.518, 0.792, -4.741], [0.177, 1.027, -4.504], [-0.358, 0.688, -3.273], [0.344, 0.135, -2.277], [1.627, -0.121, -2.526], [1.984, 1.051, -5.682], [-0.457, 1.472, -5.258], [-1.405, 0.869, -3.097], [2.209, -0.610, -1.763]], "atomic_forces_ev_per_a": [[-1.9, -0.5, -0.4], [0.1, 0.1, 0.1], [-0.2, 0.1, 0.1], [0.2, 0.0, -0.1], [0.0, -0.3, 0.0], [0.0, 0.1, -0.1], [0.0, 0.0, 0.0], [-0.1, 0.0, 0.0], [0.1, 0.0, 0.0], [-0.2, 0.1, 0.1], [0.7, -0.2, 1.2], [-0.4, -0.1, -0.6], [0.2, 0.2, -0.2], [0.2, 0.2, -0.1], [-0.1, -0.1, 0.0], [0.0, 0.0, 0.0], [0.0, -0.1, 0.0], [0.0, 0.0, 0.0], [0.5, 0.1, 0.0], [0.2, 0.3, -0.1], [-0.1, 0.0, 0.0], [0.0, 0.0, 0.0], [0.0, 0.0, 0.0], [0.0, -0.1, -0.2], [0.3, 0.2, 0.2], [0.0, 0.0, 0.0], [0.0, 0.0, 0.0], [0.0, 0.0, 0.0], [0.0, 0.0, 0.0], [0.0, 0.0, 0.0], [0.0, 0.0, 0.0], [0.0, 0.0, 0.0], [0.0, 0.0, 0.0], [0.0, 0.0, 0.0], [0.0, 0.0, 0.0], [0.0, 0.0, 0.0], [0.1, 0.0, 0.0], [0.1, 0.1, 0.1], [-0.1, -0.1, -0.1], [0.0, 0.1, 0.0], [0.0, 0.0, 0.0], [0.5, 0.1, 0.2], [0.1, 0.2, -0.3], [-0.1, 0.0, 0.1], [0.1, -0.1, 0.0], [-0.1, 0.0, 0.0], [0.1, 0.0, 0.0], [0.0, 0.0, 0.0], [0.0, 0.0, 0.0], [0.0, 0.0, 0.0], [0.0, 0.0, 0.0], [0.0, 0.0, 0.0], [0.0, 0.0, 0.0], [-0.1, -0.1, 0.1], [0.0, 0.0, -0.1], [0.0, 0.0, 0.0], [0.0, 0.0, 0.0], [0.0, 0.0, 0.0], [0.0, 0.0, 0.0], [0.0, 0.0, 0.0], [0.0, 0.0, 0.0], [0.0, 0.0, 0.0], [-0.1, -0.1, -0.3], [0.1, 0.2, 0.0], [-0.2, 0.0, -0.1], [0.1, -0.1, 0.0], [0.0, 0.0, 0.0], [0.0, 0.0, 0.0], [0.0, 0.0, 0.0], [0.1, 0.0, -0.1], [-0.2, -0.2, 0.1], [0.0, 0.0, -0.1], [0.0, 0.0, 0.0], [0.0, 0.0, 0.0], [0.0, -0.1, 0.0], [0.1, 0.1, -0.1], [0.0, 0.2, 0.2], [0.0, -0.1, 0.0], [0.1, 0.0, 0.0], [0.0, 0.0, 0.0], [0.0, 0.0, 0.0], [0.0, 0.0, 0.0], [-0.1, -0.1, 0.0], [-0.1, 0.0, -0.1], [0.0, 0.0, 0.0], [0.0, 0.0, 0.0], [0.0, 0.0, 0.0], [0.0, 0.0, 0.0], [0.0, 0.1, 0.0], [0.1, 0.1, 0.1], [0.0, -0.2, 0.0], [0.0, 0.0, 0.0], [0.0, 0.0, 0.0], [0.0, 0.0, 0.0], [0.0, 0.0, 0.0], [0.0, 0.0, 0.0], [0.0, -0.1, 0.0], [0.0, 0.0, 0.0], [0.0, 0.0, 0.0], [0.0, 0.0, 0.0], [0.1, 0.0, -0.1], [0.0, 0.0, 0.0], [0.0, 0.0, 0.0], [0.0, 0.0, 0.0], [0.0, 0.0, 0.0], [0.0, 0.0, 0.0], [0.0, 0.0, 0.0], [0.0, 0.0, 0.0], [0.0, 0.0, 0.0], [0.0, 0.0, 0.0], [0.0, 0.0, 0.0], [0.0, 0.0, 0.0], [-0.1, 0.0, 0.0], [0.1, -0.1, 0.0], [0.0, 0.0, 0.0], [0.0, 0.0, 0.0], [0.1, 0.1, 0.0], [-0.1, -0.1, 0.1], [0.0, 0.0, 0.0], [0.0, 0.0, 0.0], [0.0, 0.0, 0.0], [-0.2, 0.0, 0.1], [0.0, 0.0, 0.0]], "orbital_gap_ha": 0.255, "total_charge": 2, "homo_energy_ev": -12.759, "de_lowest_kj_mol": 87.31, "max_force_ha_per_bohr": 0.0396}